No. 1
{"formula": "C40H43F6N4", "method": "wB97M-V/def2-TZVPD", "symbols": ["F", "F", "F", "F", "F", "F", "N", "N", "N", "N", "C", "C", "C", "C", "C", "C", "C", "C", "C", "C", "C", "C", "C", "C", "C", "C", "C", "C", "C", "C", "C", "C", "C", "C", "C", "C", "C", "C", "C", "C", "C", "C", "C", "C", "C", "C", "C", "C", "C", "C", "H", "H", "H", "H", "H", "H", "H", "H", "H", "H", "H", "H", "H", "H", "H", "H", "H", "H", "H", "H", "H", "H", "H", "H", "H", "H", "H", "H", "H", "H", "H", "H", "H", "H", "H", "H", "H", "H", "H", "H", "H", "H", "H"], "xyz": [[9.509, 7.183, -3.924], [1.980, 9.465, 4.173], [7.594, 7.806, -4.842], [0.119, 9.620, 5.345], [0.705, 11.268, 3.993], [7.718, 7.516, -2.658], [6.252, 5.538, -3.882], [-1.670, 2.112, 3.149], [1.007, 1.980, 2.198], [-0.018, 7.770, 3.266], [3.605, 5.042, -1.371], [5.531, 5.413, -5.100], [2.719, 6.445, 1.189], [1.056, 7.015, 2.835], [-2.168, 6.875, 2.546], [6.387, 4.818, -1.552], [-0.779, 1.141, 3.725], [4.191, 5.167, -7.538], [-1.247, 7.127, 3.573], [-3.666, 5.902, 4.168], [5.719, 4.420, -0.396], [-1.560, 6.823, 4.905], [4.259, 5.442, -2.532], [2.852, 2.800, 0.738], [4.859, 1.243, 0.701], [4.337, 4.548, -0.276], [-1.040, 3.283, 2.603], [8.162, 7.016, -3.864], [5.566, 4.196, -5.806], [2.821, 5.151, 1.707], [3.285, 1.223, 2.765], [1.288, 5.783, 3.481], [4.395, 0.505, 1.963], [-0.068, 9.212, 3.021], [2.306, 2.033, 1.950], [4.219, 6.400, -6.880], [1.856, 7.387, 1.744], [-2.770, 6.199, 5.194], [2.185, 4.877, 2.933], [4.868, 4.066, -7.002], [4.879, 6.525, -5.660], [-2.815, 2.390, 3.969], [5.655, 5.280, -2.662], [3.672, 1.783, -0.085], [0.682, 9.917, 4.118], [-3.371, 6.242, 2.844], [0.024, 2.904, 1.579], [3.641, 4.049, 1.019], [7.710, 5.593, -4.029], [0.368, 0.779, 2.800], [5.430, 0.547, 0.067], [7.955, 5.284, -5.049], [4.019, -0.487, 1.667], [2.522, 5.173, -1.309], [1.760, 8.364, 1.279], [-1.378, 0.236, 3.912], [3.765, 1.930, 3.471], [-0.027, 0.145, 1.988], [-3.519, 3.022, 3.416], [2.376, 3.942, 3.458], [1.997, 3.100, 0.117], [-2.557, 2.913, 4.907], [4.918, 7.474, -5.121], [2.793, 0.455, 3.381], [0.746, 5.552, 4.397], [4.016, 2.221, -1.030], [7.469, 4.709, -1.602], [5.561, 2.052, 0.956], [-0.468, 2.408, 0.722], [-0.373, 1.483, 4.702], [-3.007, 5.953, 6.229], [3.653, 5.067, -8.477], [6.302, 4.025, 0.442], [8.207, 4.973, -3.282], [1.086, 0.197, 3.384], [4.452, 3.784, 1.722], [3.718, 7.272, -7.307], [-1.824, 3.880, 2.114], [-4.072, 6.020, 2.042], [-4.619, 5.420, 4.400], [-0.591, 3.933, 3.386], [5.255, 0.304, 2.620], [-0.850, 7.104, 5.682], [6.126, 3.365, -5.369], [3.694, 5.862, -3.363], [4.853, 3.099, -7.508], [-1.906, 7.170, 1.530], [2.998, 0.958, -0.362], [0.389, 9.474, 2.064], [-1.116, 9.508, 3.082], [3.291, 6.745, 0.312], [-3.312, 1.447, 4.225], [0.511, 3.825, 1.229]], "total_charge": 1, "lumo_energy_ev": -3.40, "largest_force_ev_per_a": 2.22}

=====

No. 2
{"formula": "CHBrN2", "method": "wB97M-V/def2-TZVPD", "symbols": ["Br", "N", "N", "C", "H"], "xyz": [[2.411, -0.069, -0.015], [0.162, 1.932, -0.603], [0.231, 1.791, 0.590], [0.636, 0.401, 0.302], [-0.112, -0.301, -0.024]], "lumo_energy_ev": 0.20, "relative_energy_ev": 1.627, "largest_force_ev_per_a": 3.73}

=====

No. 3
{"formula": "C7H6Br6F8O", "method": "wB97M-V/def2-TZVPD", "symbols": ["Br", "Br", "Br", "Br", "Br", "Br", "F", "F", "F", "F", "F", "F", "F", "F", "O", "C", "C", "C", "C", "C", "C", "C", "H", "H", "H", "H", "H", "H"], "xyz": [[-1.381, 2.132, 2.481], [3.302, 0.719, -1.698], [1.049, 2.964, -1.406], [-1.717, 5.112, 1.486], [2.426, 2.384, -4.222], [-3.777, 2.865, 0.511], [3.574, -2.506, 1.716], [-2.421, -0.298, 0.901], [2.055, -0.368, 2.204], [-0.861, -0.373, -1.603], [-3.318, -0.245, -1.092], [-1.503, -2.464, -1.681], [2.628, -2.185, -0.273], [0.668, -2.027, 2.576], [-0.349, -1.791, 0.032], [2.386, -2.414, 1.025], [-1.963, 3.257, 1.015], [1.407, -1.417, 1.627], [0.503, -0.792, 0.587], [-2.640, -1.027, -0.209], [-1.298, -1.442, -0.848], [1.807, 1.626, -2.550], [1.989, -3.427, 1.157], [1.053, 0.880, -2.746], [1.094, -0.336, -0.205], [-0.086, 0.000, 1.044], [-1.333, 3.044, 0.165], [-3.298, -1.871, 0.006]], "lumo_energy_ev": -0.23, "relative_energy_ev": 0.000, "largest_force_ev_per_a": 2.60}

=====

No. 4
{"formula": "C6H4O", "method": "wB97M-V/def2-TZVPD", "symbols": ["O", "C", "C", "C", "C", "C", "C", "H", "H", "H", "H"], "xyz": [[1.289, 1.901, 1.637], [-0.082, 0.602, 0.237], [3.049, -0.918, 0.615], [-2.332, -0.168, -0.965], [1.144, 0.913, 0.947], [2.199, -0.079, 0.771], [-1.098, 0.268, -0.322], [-2.327, -1.255, -1.094], [-2.445, 0.292, -1.951], [3.802, -1.663, 0.480], [-3.198, 0.107, -0.356]], "smiles": "C#CC(=O)C#CC", "lumo_energy_ev": -0.27, "relative_energy_ev": 2.286, "largest_force_ev_per_a": 0.67}

=====

No. 5
{"formula": "C4H4LiLuO5", "method": "wB97M-V/def2-TZVPD", "symbols": ["Lu", "O", "O", "O", "O", "O", "C", "C", "C", "C", "Li", "H", "H", "H", "H"], "xyz": [[0.026, -0.975, 2.203], [-1.484, -2.073, 1.427], [1.319, 2.099, -1.446], [1.800, 0.230, 1.531], [3.130, 2.036, -0.177], [-0.092, 0.688, 0.509], [-1.225, -0.823, -0.597], [-2.119, -1.713, 0.231], [1.205, 0.859, 0.596], [1.934, 1.705, -0.415], [2.984, 3.078, -1.841], [-3.074, -1.190, 0.428], [-0.309, -1.301, -0.969], [-1.733, -0.003, -1.115], [-2.359, -2.617, -0.363]], "total_charge": 1, "lumo_energy_ev": [-5.79, -5.99], "relative_energy_ev": 0.000, "spin_multiplicity": 2, "largest_force_ev_per_a": 3.22}

=====

No. 6
{"formula": "C24H31N2O2S", "method": "wB97M-V/def2-TZVPD", "symbols": ["S", "O", "O", "N", "N", "C", "C", "C", "C", "C", "C", "C", "C", "C", "C", "C", "C", "C", "C", "C", "C", "C", "C", "C", "C", "C", "C", "C", "C", "H", "H", "H", "H", "H", "H", "H", "H", "H", "H", "H", "H", "H", "H", "H", "H", "H", "H", "H", "H", "H", "H", "H", "H", "H", "H", "H", "H", "H", "H", "H"], "xyz": [[2.452, -1.287, 5.544], [-3.266, 1.877, -1.505], [-4.320, 1.696, -6.699], [-0.062, -0.169, 2.425], [1.099, 1.590, 0.959], [0.605, -1.135, 5.212], [4.497, -1.472, 0.672], [2.751, 2.542, -0.654], [-1.417, -3.396, -1.187], [4.893, -2.014, -0.721], [0.155, 0.456, 1.050], [-3.509, 1.835, -2.699], [-0.384, 0.774, 3.543], [1.264, 2.012, -0.283], [-1.798, -2.456, -0.149], [-4.090, 2.996, -3.405], [2.303, -1.851, -1.591], [-1.199, -1.147, 2.140], [-4.354, 2.952, -4.711], [0.286, 0.423, 4.957], [-3.233, 0.621, -3.496], [0.146, 2.094, -1.418], [-0.619, -1.907, 0.815], [3.811, -2.197, -1.832], [1.889, -1.282, -0.201], [-3.497, 0.576, -4.802], [0.393, -0.855, 0.129], [2.989, -1.121, 0.894], [-4.078, 1.738, -5.509], [5.257, -1.311, 1.509], [0.078, -1.457, 6.173], [3.114, -0.212, 4.955], [3.195, 2.912, 0.332], [-4.286, 3.876, -2.806], [-0.007, 3.218, -1.643], [-1.445, -1.816, 3.047], [-0.186, -0.559, -0.827], [-3.300, -0.304, -5.401], [-0.924, 0.803, 0.807], [1.512, -2.006, -2.409], [-2.807, -0.221, -2.963], [4.187, -2.586, -2.836], [2.736, -0.689, 1.928], [-0.479, 0.734, 5.770], [0.251, -1.841, 4.387], [-1.363, -3.153, -2.301], [-2.889, -2.102, -0.053], [-2.158, -0.546, 1.990], [5.974, -2.293, -0.941], [-0.053, 1.850, 3.280], [3.365, 1.665, -1.048], [2.678, 3.425, -1.381], [-1.170, -4.488, -0.898], [-4.779, 3.794, -5.244], [-0.875, 1.683, -1.118], [-1.517, 0.817, 3.659], [-0.217, -2.875, 1.272], [1.217, 1.069, 5.169], [0.735, -0.824, 2.502], [0.448, 1.544, -2.386]], "total_charge": 1, "lumo_energy_ev": -3.69, "relative_energy_ev": 10.284, "largest_force_ev_per_a": 4.50}